# 1
Formula: ClH2O3PS
Source: OMol25
Level of theory: ωB97M-V/def2-TZVPD

Results
Kohn-Sham gap = 9.31 eV
energy above the lowest of the compared OMol25 structures with the same formula, charge and spin = 216.8 kJ/mol

ORCA input file:
```
! wB97M-V def2-TZVPD RIJCOSX def2/J DEFGRID3
* xyz 0 1
O 0.17 1.75 -0.80
O 0.32 1.00 0.41
P -0.33 -0.50 0.38
O 0.30 -1.29 -0.84
S -0.03 -1.40 2.38
Cl -2.05 -0.12 -0.41
H 0.73 2.47 -0.52
H 0.88 -1.89 -0.61
*
```

# 2
Formula: ClH2OP
Source: OMol25
Level of theory: ωB97M-V/def2-TZVPD

Results
Kohn-Sham gap (spin up / spin down) = 7.46 / 9.12 eV
energy above the lowest of the compared OMol25 structures with the same formula, charge and spin = 288.8 kJ/mol

ORCA input file:
```
! wB97M-V def2-TZVPD RIJCOSX def2/J DEFGRID3
* xyz 0 1
O 1.32 -0.31 0.89
P 0.07 0.26 1.66
Cl -0.34 -1.38 2.79
H 1.28 -0.68 0.03
H -1.69 -0.62 0.00
*
```

# 3
Formula: ClH2OP
Source: OMol25
Level of theory: ωB97M-V/def2-TZVPD

Results
Kohn-Sham gap = 8.84 eV
energy above the lowest of the compared OMol25 structures with the same formula, charge and spin = 159.1 kJ/mol

ORCA input file:
```
! wB97M-V def2-TZVPD RIJCOSX def2/J DEFGRID3
* xyz 0 1
O -1.56 -0.53 -1.77
P -1.38 -1.40 -0.62
H -0.57 -0.47 0.14
Cl 2.32 1.11 1.40
H 1.19 1.30 0.85
*
```

# 4
Formula: ClH3N2O2S
Source: OMol25
Level of theory: ωB97M-V/def2-TZVPD

Results
Kohn-Sham gap (spin up / spin down) = 9.52 / 9.52 eV
energy above the lowest of the compared OMol25 structures with the same formula, charge and spin = 79.4 kJ/mol

ORCA input file:
```
! wB97M-V def2-TZVPD RIJCOSX def2/J DEFGRID3
* xyz 0 1
N 1.52 0.17 0.21
N 0.76 -0.39 -0.77
S -1.03 -0.50 0.02
O -2.03 -0.95 -0.86
O -0.99 -1.05 1.35
Cl -1.33 1.55 0.31
H 1.33 1.29 0.36
H 1.22 -0.39 0.97
H 0.54 0.27 -1.59
*
```

# 5
Formula: ClH3OSi
Source: OMol25
Level of theory: ωB97M-V/def2-TZVPD

Results
Kohn-Sham gap (spin up / spin down) = 8.23 / 7.98 eV
energy above the lowest of the compared OMol25 structures with the same formula, charge and spin = 674.1 kJ/mol

ORCA input file:
```
! wB97M-V def2-TZVPD RIJCOSX def2/J DEFGRID3
* xyz 0 1
O -0.73 0.74 -0.36
Si 0.53 -0.12 -0.09
Cl -3.08 -0.34 0.09
H 0.95 -0.99 -1.04
H 1.44 1.46 0.09
H 0.89 -0.75 1.31
*
```

# 6
Formula: ClH4N2P
Source: OMol25
Level of theory: ωB97M-V/def2-TZVPD

Results
Kohn-Sham gap (spin up / spin down) = 8.45 / 8.45 eV
energy above the lowest of the compared OMol25 structures with the same formula, charge and spin = 231.8 kJ/mol

ORCA input file:
```
! wB97M-V def2-TZVPD RIJCOSX def2/J DEFGRID3
* xyz 0 1
N 0.43 1.28 -0.62
N -0.96 -1.23 0.07
P 0.51 -0.74 0.84
Cl -0.05 0.29 2.46
H 0.95 2.04 -0.15
H 1.07 0.81 -1.41
H -0.92 -2.03 -0.59
H -1.03 -0.42 -0.60
*
```

# 7
Formula: ClH4NSi
Source: OMol25
Level of theory: ωB97M-V/def2-TZVPD

Results
Kohn-Sham gap (spin up / spin down) = 8.00 / 8.01 eV
energy above the lowest of the compared OMol25 structures with the same formula, charge and spin = 486.8 kJ/mol

ORCA input file:
```
! wB97M-V def2-TZVPD RIJCOSX def2/J DEFGRID3
* xyz 0 1
N -1.07 0.33 -0.92
Si 0.18 -0.26 0.04
Cl -0.56 0.06 -3.16
H -1.46 1.23 -0.95
H 1.41 0.66 0.39
H 0.18 -1.51 -0.73
H -0.49 -0.50 1.40
*
```

# 8
Formula: ClH6Mg2O3
Source: OMol25
Level of theory: ωB97M-V/def2-TZVPD

Results
Kohn-Sham gap (spin up / spin down) = 4.02 / 6.71 eV
expectation value of S² = 0.751

ORCA input file:
```
! wB97M-V def2-TZVPD RIJCOSX def2/J DEFGRID3
* xyz 2 2
Mg -0.52 1.61 -1.05
Mg 3.23 0.22 1.50
Cl 0.98 0.28 0.57
O -1.87 0.61 2.44
H -0.94 0.51 2.26
H -2.04 1.54 2.33
O -1.83 0.10 -0.68
H -1.41 -0.71 -0.43
H -2.70 0.07 -0.27
O 2.03 -1.56 -2.33
H 2.89 -1.69 -2.73
H 2.19 -0.97 -1.60
*
```

# 9
Formula: ClHN2O2
Source: OMol25
Level of theory: ωB97M-V/def2-TZVPD

Results
Kohn-Sham gap (spin up / spin down) = 9.23 / 8.79 eV
energy above the lowest of the compared OMol25 structures with the same formula, charge and spin = 246.4 kJ/mol

ORCA input file:
```
! wB97M-V def2-TZVPD RIJCOSX def2/J DEFGRID3
* xyz 0 1
N -0.66 -0.04 -0.68
N -2.79 0.11 1.53
O -3.80 0.68 1.71
O -2.27 -0.87 1.91
Cl -0.31 1.03 -1.93
H 0.27 -0.54 -0.44
*
```

# 10
Formula: ClHN2O2
Source: OMol25
Level of theory: ωB97M-V/def2-TZVPD

Results
Kohn-Sham gap = 10.38 eV
energy above the lowest of the compared OMol25 structures with the same formula, charge and spin = 114.4 kJ/mol

ORCA input file:
```
! wB97M-V def2-TZVPD RIJCOSX def2/J DEFGRID3
* xyz 0 1
O -0.13 -0.38 1.65
N -0.15 -0.66 0.45
O -0.04 -1.71 -0.07
N -0.20 0.57 -0.32
Cl 0.46 0.76 -1.88
H 0.06 1.42 0.17
*
```

# 11
Formula: ClHNO2S
Source: OMol25
Level of theory: ωB97M-V/def2-TZVPD

Results
Kohn-Sham gap (spin up / spin down) = 6.12 / 6.12 eV
energy above the lowest of the compared OMol25 structures with the same formula, charge and spin = 339.6 kJ/mol

ORCA input file:
```
! wB97M-V def2-TZVPD RIJCOSX def2/J DEFGRID3
* xyz -1 1
N 3.27 -0.02 -0.57
O -1.42 -0.70 1.46
O -1.40 -0.89 -0.95
S -0.92 -0.13 0.23
Cl -1.75 1.93 0.34
H 2.21 -0.18 -0.51
*
```

# 12
Formula: ClHg5O24S5
Source: OMol25
Level of theory: ωB97M-V/def2-TZVPD

Results
Kohn-Sham gap = 1.51 eV

ORCA input file:
```
! wB97M-V def2-TZVPD RIJCOSX def2/J DEFGRID3
* xyz -1 1
Hg 8.33 -24.03 8.04
Hg 5.97 -21.52 5.77
Hg 7.53 -18.10 6.67
Hg 10.85 -21.73 2.97
Hg 11.25 -19.23 8.65
S 9.08 -20.89 6.20
O 9.50 -21.17 4.86
O 7.77 -20.20 6.13
O 8.78 -22.12 6.92
O 10.06 -20.05 6.89
S 4.19 -18.99 7.45
O 4.15 -17.52 7.52
O 3.01 -19.43 6.74
O 5.43 -19.43 6.79
O 4.04 -19.54 8.79
S 14.25 -18.79 7.08
O 12.80 -19.13 7.12
O 14.43 -18.11 5.80
O 14.39 -17.74 8.12
O 15.09 -19.89 7.23
S 10.50 -16.58 7.51
O 11.13 -16.35 6.25
O 9.90 -15.41 8.16
O 9.48 -17.63 7.40
O 11.47 -16.99 8.55
S 5.56 -23.71 8.39
O 4.49 -24.68 8.31
O 5.19 -22.40 8.90
O 6.68 -24.22 9.26
O 6.17 -23.54 7.04
Cl 8.12 -20.04 10.01
O 7.58 -19.41 8.82
O 7.15 -19.97 11.04
O 8.36 -21.41 9.72
O 9.39 -19.37 10.28
*
```

# 13
Formula: ClHgO8S
Source: OMol25
Level of theory: ωB97M-V/def2-TZVPD

Results
Kohn-Sham gap = 2.92 eV
energy above the lowest of the compared OMol25 structures with the same formula, charge and spin = 292.5 kJ/mol

ORCA input file:
```
! wB97M-V def2-TZVPD RIJCOSX def2/J DEFGRID3
* xyz -1 1
Hg 3.12 2.16 1.97
S -1.59 -1.74 0.74
O -3.05 -1.70 0.75
O -1.16 -2.85 1.74
O -1.15 -2.02 -0.55
O -0.99 -0.37 1.09
Cl 0.94 1.29 -1.24
O 1.82 1.76 -2.21
O 1.08 -0.10 -1.07
O 1.38 1.82 0.01
O -0.41 1.75 -1.24
*
```

# 14
Formula: ClI3P2
Source: OMol25
Level of theory: ωB97M-V/def2-TZVPD

Results
Kohn-Sham gap (spin up / spin down) = 5.85 / 6.96 eV
energy above the lowest of the compared OMol25 structures with the same formula, charge and spin = 157.5 kJ/mol

ORCA input file:
```
! wB97M-V def2-TZVPD RIJCOSX def2/J DEFGRID3
* xyz 0 1
P -0.95 -1.69 -0.53
P 0.76 2.59 1.16
Cl -2.01 -2.06 1.15
I 1.24 0.54 -0.14
I 0.71 -3.37 -1.02
I 0.25 4.00 -0.62
*
```

# 15
Formula: ClIO2S
Source: OMol25
Level of theory: ωB97M-V/def2-TZVPD

Results
Kohn-Sham gap = 8.66 eV
energy above the lowest of the compared OMol25 structures with the same formula, charge and spin = 5.8 kJ/mol

ORCA input file:
```
! wB97M-V def2-TZVPD RIJCOSX def2/J DEFGRID3
* xyz 0 1
O 1.40 1.01 -0.07
O 0.45 -1.09 -0.83
S 0.21 0.20 -0.27
Cl -2.56 0.45 2.13
I -0.65 -0.54 2.84
*
```

# 16
Formula: ClIZn
Source: OMol25
Level of theory: ωB97M-V/def2-TZVPD

Results
Kohn-Sham gap = 7.54 eV
energy above the lowest of the compared OMol25 structures with the same formula, charge and spin = 0.0 kJ/mol

ORCA input file:
```
! wB97M-V def2-TZVPD RIJCOSX def2/J DEFGRID3
* xyz 0 1
Zn -13.86 12.66 37.73
I -15.89 11.71 36.21
Cl -11.69 12.76 37.08
*
```

The records above yield max |F| values of 7.0, 1.9, 1.7, 3.7, 5.0, 4.2, 3.8, 1.8, 1.8, 3.6, 2.9, 7.7, 4.3, 1.3, 2.4, 2.4 eV Å⁻¹, respectively.